No. 1
Below is a structure of composition C39H41IN2O4S2SbSn, with properties calculated with ωB97M-V with the def2-TZVPD basis set.

Summary:
total charge: +1
strongest force on any atom: 0.39 eV/Å
HOMO: -10.28 eV
lowest unoccupied orbital energy: -2.92 eV

XYZ file:
```
91
C39H41IN2O4S2SbSn | the Open Molecules 2025 dataset | ωB97M-V with the def2-TZVPD basis set
Sn 0.43841 -1.08850 -0.29925
C -1.15280 2.57326 1.53683
O -0.70251 1.25402 1.74468
C 0.13948 1.14435 2.87416
C 0.54978 -0.29888 3.00428
O 1.36670 -0.72927 1.90718
C 2.76901 -0.50238 2.07738
H -1.70870 2.94652 2.40490
H -1.81602 2.55197 0.67126
H -0.31423 3.25244 1.34284
H -0.39148 1.44650 3.78612
H 1.01341 1.80067 2.76176
H -0.33575 -0.93328 2.99675
H 1.09196 -0.46752 3.93753
H 3.11336 -0.99449 2.98844
H 2.99548 0.56494 2.12542
H 3.27617 -0.94066 1.22048
O 4.58354 -0.99544 -0.89196
C 4.83657 0.32488 -0.76444
C 6.10505 0.67929 -0.30639
C 6.44726 2.00665 -0.16546
C 5.53468 3.01269 -0.48179
C 4.28248 2.66729 -0.93691
C 3.90248 1.32502 -1.07945
C 2.53636 0.99067 -1.53586
O 2.11734 -0.23029 -1.37864
N 1.86140 1.96327 -2.08786
N 0.55697 1.67466 -2.51432
C -0.27441 2.66944 -2.33685
S -1.88660 2.71463 -2.96708
C -2.04627 4.51103 -2.74423
C -1.32326 4.87876 -1.46673
S 0.29370 4.05281 -1.47710
H 3.67176 -1.08199 -1.22493
H 6.80539 -0.11308 -0.07952
H 7.43584 2.26651 0.19004
H 5.80658 4.05335 -0.37413
H 3.56430 3.43415 -1.19008
H -3.11078 4.73355 -2.68945
H -1.61528 5.01145 -3.60993
H -1.88018 4.55800 -0.58659
H -1.14205 5.95074 -1.40224
I 0.44924 -3.75346 -1.95548
C 1.52103 -2.99176 -0.23963
H 2.57737 -3.04963 -0.48368
H 1.27977 -3.64813 0.59168
C -0.24042 -1.49348 -5.15153
C 0.93368 -0.75966 -5.27320
C 1.20091 0.28421 -4.40347
C 0.27602 0.57575 -3.41295
C -0.89592 -0.15137 -3.26743
C -1.15086 -1.19065 -4.15277
H -0.43824 -2.30821 -5.83502
H 1.64452 -1.00116 -6.05160
H 2.11159 0.86284 -4.48027
H -1.58793 0.06140 -2.46091
H -2.05319 -1.77752 -4.03850
C -1.48531 -3.27629 3.97129
C -1.21705 -3.64150 2.65793
C -1.83353 -2.96362 1.61426
C -2.72977 -1.92202 1.86444
C -3.00287 -1.57571 3.18332
C -2.38221 -2.24867 4.23090
Sb -3.48635 -0.86509 0.17039
C -4.55383 -2.49392 -0.68924
C -5.09384 -3.52248 0.07994
C -5.78741 -4.56157 -0.52338
C -5.94842 -4.58326 -1.90267
C -5.41482 -3.56505 -2.67838
C -4.71736 -2.52844 -2.07200
C -5.13974 0.11767 1.09635
C -6.45922 -0.26886 0.88330
C -7.50107 0.42094 1.49076
C -7.23492 1.49860 2.32275
C -5.92223 1.89312 2.54179
C -4.88395 1.20925 1.92539
H -1.00980 -3.80193 4.78921
H -0.54014 -4.46094 2.44885
H -1.64547 -3.28731 0.59214
H -3.71303 -0.78692 3.40325
H -2.61101 -1.97718 5.25389
H -4.97366 -3.51632 1.15757
H -6.20412 -5.35553 0.08290
H -6.48939 -5.39479 -2.37144
H -5.53989 -3.57880 -3.75349
H -4.30700 -1.73403 -2.68880
H -6.68324 -1.11432 0.24366
H -8.52343 0.11097 1.31658
H -8.04812 2.02990 2.79955
H -5.70912 2.73273 3.19161
H -3.86120 1.52900 2.10126
```

Mulliken population analysis, charges in e, atoms 1 to 8: 1.268 -1.053 0.397 -0.758 0.265 -0.252 -0.796 0.479

---

No. 2
Below is a structure of composition C10H26AlN8O13 at a distorted geometry, with properties calculated with ωB97M-V with the def2-TZVPD basis set.

Summary:
total charge: -1
strongest force on any atom: 10.44 eV/Å
HOMO: -3.83 eV
lowest unoccupied orbital energy: 0.84 eV

XYZ file:
```
58
C10H26AlN8O13 | the Open Molecules 2025 dataset | ωB97M-V with the def2-TZVPD basis set
C 0.36941 -2.75642 2.01907
C -0.11271 -1.29156 2.65688
C 1.04671 -0.09430 2.66197
N -1.37992 -1.13449 3.17377
Al -2.47822 -0.01390 2.05591
N -4.16826 0.21327 3.00510
C -4.75797 -1.05625 3.05177
O -5.55641 -2.08154 2.64301
H 1.30864 -2.57406 1.30651
H 0.77963 -3.37857 2.95129
H -0.49963 -3.31005 1.45824
H 1.43107 -0.03850 3.79051
H 1.98690 -0.39612 2.00168
H 0.61691 0.94339 2.29407
H -2.79078 -0.65919 0.62028
H -1.89746 1.46032 1.83282
C -1.83821 -5.75810 -0.59800
N -0.51508 -5.07792 -0.61566
O -0.43461 -4.01262 -1.23826
O 0.40528 -5.63256 -0.00392
H -2.54988 -5.16164 -1.17281
H -1.70806 -6.74377 -1.04943
H -2.15430 -5.83706 0.44414
C -4.81323 -1.69244 -1.17633
N -4.23156 -2.93674 -1.74815
O -4.90961 -3.54673 -2.58309
O -3.11073 -3.26587 -1.34278
H -5.79672 -1.52541 -1.62072
H -4.89686 -1.83361 -0.09681
H -4.13614 -0.87069 -1.41822
C 3.27696 3.08787 0.35757
N 1.97191 2.57187 0.85173
O 1.78078 2.59319 2.07320
O 1.17624 2.16015 -0.00050
H 3.87395 3.41483 1.21158
H 3.77476 2.27252 -0.17128
H 3.06835 3.92588 -0.31059
C 0.34602 -0.43966 -1.80406
N -1.11728 -0.17907 -1.87093
O -1.67608 0.18181 -0.82859
O -1.66354 -0.34403 -2.96788
H 0.69151 -0.25567 -0.78454
H 0.50810 -1.48263 -2.08376
H 0.83422 0.24015 -2.50529
C 7.74082 4.48155 1.80617
N 6.51563 3.89045 1.20356
O 5.62980 3.51176 1.97871
O 6.47773 3.82345 -0.03053
H 7.63734 4.47722 2.89332
H 8.58920 3.86751 1.49717
H 7.83245 5.50306 1.43155
C -2.07852 2.95398 -3.60022
N -0.75539 3.63416 -3.61787
O -0.67492 4.69946 -4.24047
O 0.16497 3.07952 -3.00614
H -2.79019 3.55044 -4.17502
H -1.94837 1.96831 -4.05165
H -2.39462 2.87502 -2.55808
```

natural (NBO) population analysis, charges in e, atoms 1 to 8: -0.702 0.337 -0.737 -0.945 1.372 -0.863 0.748 -0.657

---

No. 3
Below is a cluster of 2 separate species, C2H2F2O3 in total at a distorted geometry, with properties calculated with ωB97M-V with the def2-TZVPD basis set.

Summary:
total charge: 0
strongest force on any atom: 5.44 eV/Å
multiplicity: 3
HOMO (alpha / beta): -7.59 / -11.72 eV
lowest unoccupied orbital energy (alpha / beta): 0.60 / -3.16 eV

XYZ file:
```
9
C2H2F2O3 | the Open Molecules 2025 dataset | ωB97M-V with the def2-TZVPD basis set
C -2.65879 -0.08949 0.16805
C 0.55546 -0.46673 -0.12543
O -2.12112 0.37561 1.11059
O -2.15654 -0.67661 -0.87091
O 1.01850 0.68167 0.05072
F -3.99910 -0.06575 0.05261
F 1.10330 -1.36832 0.70514
H -1.15291 -0.72195 -0.81677
H 1.68838 0.82073 0.75470
```

natural (NBO) population analysis, charges in e, atoms 1 to 8: 1.054 0.585 -0.589 -0.654 -0.731 -0.324 -0.343 0.470

---

- Which formula does entry 1 have?
  C39H41IN2O4S2SbSn

---

Please write out number 2 again, unchanged.
Below is a structure of composition C10H26AlN8O13 at a distorted geometry, with properties calculated with ωB97M-V with the def2-TZVPD basis set.

Summary:
total charge: -1
strongest force on any atom: 10.44 eV/Å
HOMO: -3.83 eV
lowest unoccupied orbital energy: 0.84 eV

XYZ file:
```
58
C10H26AlN8O13 | the Open Molecules 2025 dataset | ωB97M-V with the def2-TZVPD basis set
C 0.36941 -2.75642 2.01907
C -0.11271 -1.29156 2.65688
C 1.04671 -0.09430 2.66197
N -1.37992 -1.13449 3.17377
Al -2.47822 -0.01390 2.05591
N -4.16826 0.21327 3.00510
C -4.75797 -1.05625 3.05177
O -5.55641 -2.08154 2.64301
H 1.30864 -2.57406 1.30651
H 0.77963 -3.37857 2.95129
H -0.49963 -3.31005 1.45824
H 1.43107 -0.03850 3.79051
H 1.98690 -0.39612 2.00168
H 0.61691 0.94339 2.29407
H -2.79078 -0.65919 0.62028
H -1.89746 1.46032 1.83282
C -1.83821 -5.75810 -0.59800
N -0.51508 -5.07792 -0.61566
O -0.43461 -4.01262 -1.23826
O 0.40528 -5.63256 -0.00392
H -2.54988 -5.16164 -1.17281
H -1.70806 -6.74377 -1.04943
H -2.15430 -5.83706 0.44414
C -4.81323 -1.69244 -1.17633
N -4.23156 -2.93674 -1.74815
O -4.90961 -3.54673 -2.58309
O -3.11073 -3.26587 -1.34278
H -5.79672 -1.52541 -1.62072
H -4.89686 -1.83361 -0.09681
H -4.13614 -0.87069 -1.41822
C 3.27696 3.08787 0.35757
N 1.97191 2.57187 0.85173
O 1.78078 2.59319 2.07320
O 1.17624 2.16015 -0.00050
H 3.87395 3.41483 1.21158
H 3.77476 2.27252 -0.17128
H 3.06835 3.92588 -0.31059
C 0.34602 -0.43966 -1.80406
N -1.11728 -0.17907 -1.87093
O -1.67608 0.18181 -0.82859
O -1.66354 -0.34403 -2.96788
H 0.69151 -0.25567 -0.78454
H 0.50810 -1.48263 -2.08376
H 0.83422 0.24015 -2.50529
C 7.74082 4.48155 1.80617
N 6.51563 3.89045 1.20356
O 5.62980 3.51176 1.97871
O 6.47773 3.82345 -0.03053
H 7.63734 4.47722 2.89332
H 8.58920 3.86751 1.49717
H 7.83245 5.50306 1.43155
C -2.07852 2.95398 -3.60022
N -0.75539 3.63416 -3.61787
O -0.67492 4.69946 -4.24047
O 0.16497 3.07952 -3.00614
H -2.79019 3.55044 -4.17502
H -1.94837 1.96831 -4.05165
H -2.39462 2.87502 -2.55808
```

natural (NBO) population analysis, charges in e, atoms 1 to 8: -0.702 0.337 -0.737 -0.945 1.372 -0.863 0.748 -0.657